# 1
{"formula": "C11H26BrNP2Ru", "method": "the ωB97M-V functional and the def2-TZVPD basis", "symbols": ["Ru", "H", "H", "P", "P", "C", "H", "H", "H", "C", "H", "H", "H", "C", "H", "H", "H", "C", "H", "H", "H", "C", "H", "H", "H", "C", "H", "H", "H", "H", "H", "Br", "C", "C", "C", "C", "N", "C", "H", "H", "H", "H"], "coordinates": [[-0.40967, -0.23332, -0.23394], [-0.13845, -1.94653, -0.60372], [-0.35137, -1.91912, 0.26394], [-0.94198, -0.47124, -2.47198], [-1.04717, 0.33040, 1.94413], [0.15552, 1.40694, 2.82561], [-0.20835, 1.64835, 3.83994], [1.13623, 0.91652, 2.91509], [0.28182, 2.34423, 2.26648], [-2.60888, 1.24649, 2.18468], [-3.44232, 0.63391, 1.81777], [-2.77586, 1.49692, 3.24444], [-2.55040, 2.17257, 1.59725], [-1.16497, -1.07492, 3.11440], [-0.19954, -1.60017, 3.14211], [-1.41353, -0.72774, 4.12902], [-1.94405, -1.76794, 2.77196], [-2.36774, 0.46128, -3.14168], [-2.46187, 0.29334, -4.22850], [-3.28433, 0.12494, -2.63626], [-2.21494, 1.53245, -2.94628], [0.41510, 0.10954, -3.57030], [1.31612, -0.48792, -3.37273], [0.12584, -0.00687, -4.62867], [0.62803, 1.16794, -3.36470], [-1.22382, -2.15319, -3.13918], [-2.08692, -2.61072, -2.63530], [-1.42239, -2.09288, -4.22192], [-0.32575, -2.76353, -2.96658], [-1.95990, -0.48831, -0.36144], [-1.13450, 1.17845, -0.54767], [4.30253, -1.87372, 2.67805], [3.50757, -0.60572, 1.48281], [4.14390, 0.58083, 1.14257], [3.44873, 1.50295, 0.35390], [2.17509, 1.18673, -0.10698], [1.62064, -0.00292, 0.17421], [2.22208, -0.88846, 1.01686], [5.13996, 0.78353, 1.52973], [3.85996, 2.47684, 0.09459], [1.55152, 1.87698, -0.66738], [1.64805, -1.75689, 1.31567]], "atomic_forces_ev_per_a": [[1.252, 1.420, -0.977], [-0.407, -0.170, 1.060], [-0.061, -0.480, -0.551], [-0.659, 0.132, -2.729], [-0.798, 0.231, 2.257], [0.302, 0.145, -0.393], [-0.033, -0.210, -0.484], [-0.304, 0.122, -0.051], [0.034, -0.171, 0.186], [0.039, -0.092, -0.390], [0.135, 0.228, 0.078], [0.203, -0.187, -0.368], [-0.149, -0.206, 0.156], [-0.044, -0.141, -0.325], [-0.282, 0.079, 0.043], [0.085, -0.004, -0.380], [0.197, 0.084, 0.132], [-0.016, 0.029, 0.455], [0.139, -0.006, 0.493], [0.198, 0.185, -0.199], [-0.141, -0.296, -0.079], [0.321, 0.089, 0.521], [-0.165, 0.222, -0.128], [-0.032, -0.006, 0.479], [-0.002, -0.278, -0.136], [-0.014, -0.038, 0.517], [0.256, 0.019, -0.186], [0.089, 0.066, 0.443], [-0.293, 0.057, -0.091], [-0.647, -0.302, 0.240], [-0.079, -0.489, 0.198], [-0.835, 1.433, -1.386], [1.006, -1.387, 1.585], [1.581, 0.387, 0.494], [-0.695, 0.631, -0.614], [1.696, 1.412, 0.307], [-2.175, -1.482, -0.700], [-0.148, -0.857, 0.520], [-0.263, 0.009, -0.192], [0.048, -0.291, 0.151], [0.298, 0.104, -0.015], [0.363, 0.008, 0.058]], "lowdin_spin": [1.50, 0.02, 0.01, 0.08, 0.07, 0.03, 0.00, 0.00, 0.00, 0.00, 0.00, 0.00, 0.00, 0.01, 0.00, 0.00, 0.00, 0.00, 0.00, 0.00, 0.00, 0.05, 0.00, 0.01, 0.00, 0.00, 0.00, 0.00, 0.00, -0.01, 0.04, 0.28, 0.27, 0.27, 0.14, 0.34, 0.39, 0.43, 0.01, 0.00, 0.02, 0.02], "energy_ev": -104500.672, "fmax_ev_per_a": 2.8, "charge": 2, "homo_ev": [-12.4, -16.6], "multiplicity": 5, "s_squared": 6.030}

# 2
{"formula": "C11H26CdF6N2O9S2", "method": "the ωB97M-V functional and the def2-TZVPD basis", "symbols": ["Cd", "C", "F", "F", "F", "S", "O", "O", "N", "S", "O", "O", "C", "F", "F", "F", "C", "C", "C", "C", "C", "C", "N", "O", "C", "C", "C", "H", "H", "H", "H", "H", "H", "H", "H", "H", "H", "H", "H", "H", "H", "H", "H", "H", "H", "O", "H", "H", "O", "H", "H", "O", "H", "H", "O", "H", "H"], "coordinates": [[-0.18845, -1.84718, 0.04964], [3.02788, -1.66669, 2.52311], [3.90475, -2.26072, 3.29908], [1.87164, -1.49031, 3.17068], [3.47895, -0.51050, 2.10777], [2.70615, -2.85192, 1.12358], [3.97344, -3.39134, 0.76062], [1.73873, -3.79023, 1.62296], [1.95165, -2.01371, -0.05214], [2.97883, -1.24036, -1.05754], [2.24097, -0.35726, -1.89317], [4.16160, -0.74341, -0.47276], [3.49468, -2.61850, -2.23625], [2.77875, -3.71869, -2.03641], [3.27324, -2.22189, -3.49612], [4.76777, -2.89248, -2.10120], [0.10784, 2.03574, -1.69157], [0.12404, 2.36178, -0.19113], [-0.28294, 3.83756, -0.04633], [-1.78017, 4.05866, -0.21980], [-2.55211, 3.14953, 0.72629], [-2.16203, 1.67809, 0.60730], [-0.72461, 1.52945, 0.64615], [-0.32732, 0.21383, 0.69658], [-2.83392, 1.06529, -0.62980], [-2.71776, 1.00596, 1.84971], [1.53611, 2.27156, 0.33699], [0.77281, 2.68588, -2.26062], [-0.88722, 2.13497, -2.13574], [0.40399, 0.99933, -1.86596], [0.24451, 4.48627, -0.74977], [0.00546, 4.15445, 0.96137], [-2.13045, 3.92844, -1.25207], [-2.01785, 5.11342, -0.02948], [-3.61795, 3.26620, 0.48832], [-2.45007, 3.53223, 1.74514], [-3.10851, 1.80039, -1.38689], [-3.71845, 0.47802, -0.37392], [-2.11152, 0.38262, -1.07871], [-2.41258, -0.03677, 1.99059], [-3.81789, 0.96296, 1.86083], [-2.43024, 1.54832, 2.75212], [1.60630, 2.64775, 1.36108], [2.22142, 2.86182, -0.27949], [1.91476, 1.25351, 0.38166], [-2.50970, -2.08935, -0.11117], [-3.34893, -2.05525, 0.36170], [-2.73197, -2.37148, -1.00651], [-0.60593, -1.35631, -2.12550], [-0.69274, -1.93955, -2.89093], [-0.72641, -0.45571, -2.46592], [-0.20195, -4.02324, -0.64600], [0.17664, -4.12505, -1.52979], [0.09654, -4.80660, -0.16331], [-0.65851, -2.66686, 2.05673], [-1.15806, -2.28391, 2.78800], [-0.65322, -3.61877, 2.20801]], "atomic_forces_ev_per_a": [[-0.474, 2.115, 0.558], [-0.962, -0.345, -0.639], [0.340, -0.035, 0.622], [0.282, 0.113, 0.155], [0.156, 0.329, 0.100], [-0.410, -0.891, -0.125], [0.372, 0.359, -0.354], [-0.308, 0.018, 0.199], [2.390, 0.161, 0.422], [-0.600, 0.088, -1.108], [-0.730, -0.076, -0.194], [0.872, -0.100, 0.703], [-0.055, 0.719, -0.081], [-0.363, -0.611, 0.058], [0.014, -0.003, 0.095], [0.485, -0.202, 0.039], [-0.438, -0.705, -0.398], [0.048, 0.631, -0.549], [-0.634, 0.094, 0.228], [-0.081, 0.308, -0.022], [-0.401, 0.862, -0.406], [-0.559, 0.063, 0.273], [-0.032, 0.911, 0.607], [0.422, -1.081, -0.128], [0.287, -0.394, -0.532], [-0.727, -0.660, 0.951], [0.890, -0.208, 0.257], [0.141, -0.064, 0.096], [-0.057, 0.266, 0.157], [0.324, 0.170, 0.123], [0.281, -0.282, -0.027], [-0.113, 0.059, -0.014], [0.314, -0.323, 0.002], [0.003, -0.142, 0.225], [0.016, -0.274, 0.125], [0.289, -0.254, 0.062], [-0.030, 0.098, 0.051], [-0.048, 0.134, -0.045], [-0.179, -0.100, 0.009], [0.311, 0.177, -0.314], [0.133, 0.328, -0.248], [0.202, -0.021, -0.050], [-0.217, 0.079, -0.044], [-0.072, -0.035, -0.020], [-0.119, -0.095, -0.226], [-0.730, -0.486, -0.342], [0.174, 0.132, 0.140], [-0.034, 0.124, 0.054], [-0.491, -0.312, -1.236], [0.130, 0.158, 0.021], [0.229, -0.012, 0.321], [-0.255, -0.938, -0.681], [0.113, -0.015, 0.158], [0.147, 0.271, 0.140], [-0.639, -0.444, 0.973], [0.102, 0.252, -0.180], [0.291, 0.087, 0.038]], "nbo_charge": [1.77, 0.75, -0.30, -0.31, -0.28, 2.22, -0.91, -0.98, -1.34, 2.25, -0.93, -0.89, 0.72, -0.33, -0.32, -0.29, -0.64, 0.10, -0.40, -0.40, -0.38, 0.08, -0.18, -0.94, -0.63, -0.58, -0.59, 0.21, 0.19, 0.21, 0.21, 0.21, 0.19, 0.21, 0.20, 0.20, 0.20, 0.19, 0.20, 0.20, 0.19, 0.21, 0.21, 0.20, 0.22, -0.97, 0.50, 0.49, -0.99, 0.49, 0.53, -0.99, 0.50, 0.51, -0.98, 0.51, 0.50], "energy_ev": -75773.852, "fmax_ev_per_a": 2.4, "charge": 0, "homo_ev": -6.1, "multiplicity": 1, "e_above_lowest_ev": 0.138}

# 3
{"formula": "C11H26ClI2N2P2PtSe", "method": "the ωB97M-V functional and the def2-TZVPD basis", "symbols": ["I", "I", "Pt", "P", "C", "C", "H", "H", "H", "H", "H", "H", "C", "H", "H", "H", "P", "C", "C", "H", "H", "H", "C", "H", "H", "H", "H", "H", "H", "Cl", "C", "N", "C", "C", "N", "C", "C", "Se", "H", "H", "H", "H", "H", "H", "H", "H"], "coordinates": [[0.25087, -0.72112, -7.39595], [0.25087, 1.94578, -7.69085], [0.23717, 1.06878, -1.13525], [-2.07643, 1.08998, -0.99835], [-3.02413, 0.90918, -2.55605], [-2.76153, -0.22882, 0.07245], [-3.84773, -0.13022, 0.17575], [-3.84353, 2.55258, -0.13675], [-2.28263, -0.15222, 1.05195], [-2.27723, 2.77338, 0.70915], [-2.75953, -0.03842, -3.03325], [-2.52063, -1.20412, -0.35895], [-2.75743, 2.62238, -0.26115], [-4.10213, 0.93228, -2.36555], [-2.51523, 3.47088, -0.90665], [-2.75803, 1.72108, -3.23835], [2.54987, 1.07778, -0.98165], [3.50807, 0.89498, -2.53255], [3.23317, 2.60528, -0.23635], [2.73567, -0.16822, 1.06845], [4.30637, -0.15432, 0.20215], [2.97637, -1.21972, -0.34215], [3.22037, -0.24642, 0.09185], [2.74477, 2.75818, 0.72945], [4.31757, 2.52888, -0.10185], [4.58477, 0.91488, -2.33435], [3.24917, 1.70798, -3.21635], [3.00217, 3.45588, -0.88315], [3.24417, -0.05162, -3.01205], [0.22977, 1.34848, 1.23415], [-2.23343, -3.22332, 1.03105], [-1.33853, -2.45282, 1.89245], [-1.47583, -2.46722, 3.22905], [-0.42273, -1.80442, 3.77555], [0.38857, -1.36632, 2.79375], [1.67337, -0.75632, 3.16605], [-0.22803, -1.70642, 1.60085], [0.34087, -1.45562, -0.12905], [-3.27153, -2.84212, 1.13125], [-2.22163, -4.28432, 1.35945], [-1.89963, -3.21442, -0.02255], [-2.26123, -2.97032, 3.77535], [-0.23513, -1.69752, 4.84075], [1.79967, -0.73572, 4.27265], [2.50397, -1.38492, 2.78775], [1.76647, 0.29818, 2.87765]], "atomic_forces_ev_per_a": [[0.005, 1.607, -0.339], [0.003, -1.602, 0.028], [-0.064, 0.409, 0.903], [-2.388, 0.374, -0.189], [0.390, -0.076, 0.027], [0.279, 0.113, -0.219], [0.204, 0.142, -0.079], [0.219, -0.085, -0.065], [-0.215, 0.043, -0.066], [-0.160, 0.077, -0.073], [-0.099, 0.054, 0.037], [-0.153, 0.327, 0.004], [0.485, -0.149, -0.078], [0.199, 0.011, 0.037], [-0.067, -0.053, 0.096], [-0.089, -0.043, 0.095], [2.522, 0.290, -0.199], [-0.404, -0.032, 0.006], [-0.495, -0.129, -0.095], [0.270, -0.026, -0.334], [-0.184, 0.180, -0.104], [0.282, 0.203, 0.141], [-0.088, 0.111, -0.203], [0.157, 0.086, -0.069], [-0.222, -0.091, -0.068], [-0.206, 0.007, 0.040], [0.094, -0.044, 0.085], [0.066, -0.048, 0.102], [0.102, 0.053, 0.044], [-0.235, 0.778, -0.395], [-0.553, -0.726, -0.561], [0.668, 0.768, 0.270], [-0.216, -0.285, 1.156], [-0.589, -0.425, 1.162], [-1.042, -0.231, -0.327], [1.183, 0.048, 0.365], [0.599, -0.775, 0.231], [0.128, -1.288, -0.116], [0.736, -0.182, -0.114], [0.081, 0.717, -0.075], [-0.140, 0.193, 0.681], [-0.028, -0.045, -0.327], [0.193, 0.169, -0.407], [-0.573, -0.356, -0.769], [-0.521, 0.494, 0.022], [-0.135, -0.567, -0.258]], "lowdin_spin": [0.48, 0.52, 1.42, 0.08, 0.02, 0.00, 0.00, 0.00, 0.00, 0.00, 0.00, 0.00, 0.01, 0.00, 0.00, 0.00, 0.08, 0.02, 0.01, 0.00, 0.00, 0.00, 0.00, 0.00, 0.00, 0.00, 0.00, 0.00, 0.00, 0.55, 0.00, 0.04, 0.04, 0.05, 0.04, 0.01, 0.01, 0.58, 0.00, 0.00, 0.00, 0.00, 0.00, 0.00, 0.00, 0.01], "energy_ev": -130675.208, "fmax_ev_per_a": 2.5, "charge": 3, "homo_ev": [-16.6, -16.9], "multiplicity": 5, "s_squared": 6.027, "e_above_lowest_ev": 0.000}